A molecular structure, C17H19F4N3PdSe, computed with ωB97M-V/def2-TZVPD.

The geometry in ORCA input format:
```
! wB97M-V def2-TZVPD RIJCOSX def2/J DEFGRID3
* xyz 2 5
Pd -0.13 -0.07 0.59
C 2.46 -1.81 1.42
C 2.79 -0.34 1.55
N 1.96 0.49 0.63
C 2.42 0.32 -0.80
C 1.36 -0.27 -1.71
C 1.91 1.91 1.05
C 0.90 2.73 0.27
N -0.38 2.02 0.15
C -1.47 2.56 -0.39
C -2.62 1.73 -0.57
F -2.52 0.44 -0.20
C -3.78 2.19 -1.11
F -4.80 1.37 -1.26
C -3.89 3.52 -1.51
C -2.80 4.37 -1.35
F -2.89 5.63 -1.71
C -1.62 3.92 -0.81
F -0.62 4.77 -0.67
H 3.06 -2.40 2.12
H 2.66 -2.20 0.42
H 1.40 -2.00 1.67
H 3.84 -0.14 1.34
H 2.60 0.00 2.57
H 3.30 -0.33 -0.79
H 2.75 1.29 -1.17
H 1.00 -1.24 -1.34
H 1.79 -0.49 -2.69
H 0.52 0.41 -1.90
H 2.90 2.36 0.95
H 1.65 1.92 2.11
H 1.26 2.98 -0.73
H 0.76 3.68 0.79
H -4.82 3.89 -1.94
Se -1.60 -0.35 2.56
C -0.79 -0.69 4.21
C -1.59 -1.33 5.17
C -1.03 -1.57 6.42
N 0.20 -1.20 6.73
C 0.96 -0.58 5.82
C 0.51 -0.30 4.54
H -2.61 -1.63 4.95
H -1.61 -2.07 7.19
H 1.95 -0.29 6.14
H 1.14 0.22 3.84
*
```

E	-102084.00485	eV
strongest force on any atom	0.24	eV Å⁻¹
highest occupied orbital energy (spin up / spin down)	-0.5685 / -0.5771	Eh
gap between HOMO and LUMO (spin up / spin down)	9.5 / 6.0	eV
LUMO (spin up / spin down)	-5.97 / -9.72	eV